Molecular formula: C14H41FN3O5
Method: DFT, ωB97M-V/def2-TZVPD

Geometry (Å):
F 1.3968 0.4951 0.2498
C -2.1325 5.7418 -2.2291
C -1.0595 4.9717 -1.4689
C -1.2180 4.9294 0.0741
O -2.4018 4.3194 0.5021
C -2.6737 4.8409 1.7753
N -1.0445 3.6478 -2.0950
H -2.1401 6.7796 -1.8958
H -3.1693 5.4631 -2.0406
H -1.9716 5.7197 -3.3069
H -0.1009 5.4110 -1.7450
H -1.0766 5.9740 0.3517
H -0.3586 4.3586 0.4261
H -3.0081 5.8781 1.7548
H -1.8430 4.6657 2.4590
H -3.5394 4.3066 2.1667
H -0.9925 3.7259 -3.1006
H -0.1581 3.2801 -1.7800
C 0.9900 -3.1838 -3.5787
C -0.1660 -3.3187 -4.5242
C -1.0037 -4.6467 -4.3061
O -1.8454 -4.3135 -3.1251
C -2.5943 -5.4456 -2.6891
N -1.0464 -2.1668 -4.4379
H 1.3215 -2.1499 -3.6754
H 1.7851 -3.8455 -3.9226
H 0.7805 -3.3655 -2.5246
H 0.2293 -3.2888 -5.5396
H -0.3581 -5.4957 -4.0814
H -1.6805 -4.8918 -5.1245
H -2.0996 -6.3827 -2.4334
H -3.5098 -5.7111 -3.2176
H -2.8174 -5.1255 -1.6713
H -1.5821 -2.5342 -5.2113
H -0.5784 -1.3673 -4.8401
C 0.2946 -3.7003 4.5386
C -0.8616 -2.8969 3.8526
C -0.9785 -1.4437 4.4164
O -2.1010 -0.7617 3.9692
C -3.0408 -0.3350 4.9266
N -0.6157 -2.8927 2.4621
H 1.2000 -3.1267 4.3402
H 0.4657 -4.7430 4.2708
H 0.1955 -3.7757 5.6214
H -1.7935 -3.4526 3.9567
H -0.1345 -0.8097 4.1446
H -0.9340 -1.5431 5.5009
H -3.9085 -0.0347 4.3393
H -2.5535 0.5265 5.3831
H -3.4248 -1.0188 5.6837
H 0.1868 -2.2848 2.3813
H -0.2574 -3.8104 2.2396
C 5.9798 -1.2829 -0.1032
O 5.1034 -1.6866 0.9378
H 5.8171 -1.8413 -1.0251
H 5.9060 -0.2051 -0.2483
H 7.0353 -1.4602 0.1033
H 4.2362 -1.3160 0.7583
C 4.5019 4.7506 0.4861
O 3.8041 3.9778 -0.4714
H 4.3284 5.8257 0.4414
H 4.1882 4.3284 1.4408
H 5.5664 4.5188 0.4532
H 3.4610 3.2186 0.0056

Forces on atoms 1 to 6 (eV/Å):
F 0.42 0.08 0.09
C -0.49 1.17 0.80
C -1.19 -0.53 -1.35
C 1.21 -0.46 -2.44
O 0.03 1.08 0.07
C -1.18 -0.90 0.44

Energy relative to the best compared isomer or geometry (same formula, charge and spin) ... 42.4 kcal/mol
Charge ... -1
HOMO-LUMO gap ... 6.50 eV

Charges obtained by Löwdin population analysis, quoted in units of e:
1. F -0.93
2. C -0.08
3. C -0.43
4. C -0.22
5. O -0.14
6. C -0.14
7. N 0.04
8. H 0.06
9. H 0.07
10. H 0.07
11. H 0.13
12. H 0.12
13. H 0.13
14. H 0.08
15. H 0.09
16. H 0.08
17. H 0.06
18. H 0.08
19. C -0.06
20. C -0.47
21. C -0.13
22. O -0.19
23. C -0.14
24. N 0.04
25. H 0.08
26. H 0.07
27. H 0.09
28. H 0.12
29. H 0.11
30. H 0.11
31. H 0.07
32. H 0.08
33. H 0.09
34. H 0.06
35. H 0.07
36. C -0.08
37. C -0.44
38. C -0.21
39. O -0.17
40. C -0.12
41. N 0.04
42. H 0.08
43. H 0.06
44. H 0.06
45. H 0.13
46. H 0.14
47. H 0.11
48. H 0.09
49. H 0.08
50. H 0.08
51. H 0.08
52. H 0.07
53. C -0.18
54. O -0.12
55. H 0.07
56. H 0.07
57. H 0.06
58. H 0.07
59. C -0.18
60. O -0.13
61. H 0.07
62. H 0.08
63. H 0.06
64. H 0.07


Molecular formula: C3H6N2O2
Method: DFT, ωB97M-V/def2-TZVPD

Geometry (Å):
C -0.2991 1.5846 -0.3080
C 0.2625 -0.6603 0.1111
C -1.2494 -0.7818 -0.0490
N 0.5969 0.7370 -0.0708
N -1.8666 0.4763 0.4476
O -2.9851 0.7255 0.0046
O 1.9687 0.9696 0.2803
H -0.0898 2.6453 -0.2873
H 0.5886 -0.9439 1.1161
H 0.8142 -1.2641 -0.6144
H -1.5401 -0.9806 -1.0866
H -1.6416 -1.5868 0.5781
H 2.1319 1.9240 0.2696

Forces on atoms 1 to 6 (eV/Å):
C -0.43 -0.21 -0.32
C 0.09 -0.61 0.24
C 0.05 -0.11 -0.64
N 0.49 0.98 -0.18
N -1.14 0.65 0.44
O 0.85 -0.68 0.20

Energy relative to the best compared isomer or geometry (same formula, charge and spin) ... 182.4 kcal/mol
Charge ... 0
HOMO-LUMO gap (alpha / beta) ... 8.07 / 8.06 eV

Charges obtained by Löwdin population analysis, quoted in units of e:
1. C 0.11
2. C -0.13
3. C -0.18
4. N -0.23
5. N -0.17
6. O -0.09
7. O 0.01
8. H 0.08
9. H 0.13
10. H 0.13
11. H 0.12
12. H 0.12
13. H 0.10


Molecular formula: C17H23N3OOsSe3Te
Method: DFT, ωB97M-V/def2-TZVPD

Geometry (Å):
Os 0.0000 0.0000 0.0000
C 1.5909 5.5580 0.8329
C 1.8824 4.2137 1.4850
C 2.6669 3.2952 0.5762
C 4.0458 3.5228 0.4198
C 4.8215 2.6894 -0.3814
C 4.2346 1.6046 -1.0253
C 2.8614 1.3485 -0.8835
C 2.2715 0.1377 -1.5740
C 1.8328 0.4420 -2.9984
C 2.0635 2.2172 -0.1058
N 0.6846 1.9607 0.0000
C -0.0714 2.6636 -0.7619
C -1.4083 2.2518 -0.6964
C -2.5473 2.7815 -1.2443
C -3.5728 1.9390 -0.8313
C -2.9737 0.9539 -0.0725
N -1.6531 1.1456 0.0000
H 1.0173 6.1923 1.5160
H 1.0110 5.4390 -0.0876
H 2.5152 6.0881 0.5790
H 0.9432 3.7471 1.8018
H 2.4547 4.3720 2.4081
H 4.5235 4.3522 0.9379
H 5.8869 2.8742 -0.4888
H 4.8538 0.9471 -1.6307
H 1.4280 -0.2616 -0.9990
H 3.0167 -0.6678 -1.5886
H 1.0643 1.2205 -3.0258
H 1.4183 -0.4574 -3.4651
H 2.6756 0.7823 -3.6093
H 0.2150 3.4777 -1.4466
H -2.6347 3.6679 -1.8571
H -4.6274 2.0313 -1.0554
H -3.4656 0.1200 0.4163
Se -2.0820 -1.5444 0.0000
Se -2.7850 -3.8184 0.0000
Te -0.3762 -4.7713 0.0000
Se 0.7747 -2.4658 0.0000
C 0.8932 0.4959 4.0915
C 0.9215 0.5116 2.5921
N 1.9512 1.0833 1.9238
O 0.0000 0.0000 1.9731
H 1.7903 0.9939 4.5157
H 0.8661 -0.5539 4.4517
H -0.0121 1.0280 4.4517
H 2.7347 1.5182 2.4320
H 1.9698 1.0936 0.8937
H 1.7249 0.0000 0.0000

Forces on atoms 1 to 6 (eV/Å):
Os -0.25 -3.16 -0.99
C -0.08 0.34 0.01
C -0.09 -0.22 0.13
C 0.48 0.38 -0.37
C -0.54 -0.37 -0.11
C -0.15 -0.16 -0.09

2S+1 ... 5
Charge ... 0
HOMO-LUMO gap (alpha / beta) ... 5.16 / 5.18 eV
<S²> ... 6.050

Charges obtained by Löwdin population analysis, quoted in units of e:
1. Os 0.94
2. C -0.09
3. C -0.21
4. C -0.18
5. C -0.03
6. C -0.06
7. C -0.01
8. C -0.17
9. C -0.32
10. C -0.07
11. C -0.30
12. N -0.09
13. C -0.04
14. C -0.38
15. C -0.03
16. C -0.06
17. C -0.31
18. N -0.20
19. H 0.08
20. H 0.07
21. H 0.08
22. H 0.11
23. H 0.12
24. H 0.12
25. H 0.11
26. H 0.12
27. H -0.15
28. H 0.13
29. H 0.07
30. H 0.08
31. H 0.08
32. H 0.16
33. H 0.11
34. H 0.10
35. H 0.00
36. Se 0.14
37. Se -0.12
38. Te 0.33
39. Se -0.05
40. C 0.02
41. C -0.53
42. N 0.15
43. O -0.18
44. H 0.08
45. H 0.10
46. H 0.10
47. H 0.15
48. H 0.00
49. H 0.02


Molecular formula: C22H33F2N2O11ReSSi
Method: DFT, ωB97M-V/def2-TZVPD

Geometry (Å):
Re -0.1876 0.2413 0.1873
O -3.6925 1.7892 1.7403
C -2.9660 1.1771 0.9843
O -1.6887 1.0228 1.2144
C -3.5467 0.5627 -0.2623
C -4.8953 0.8174 -0.4944
C -5.5275 0.3179 -1.6066
C -4.8578 -0.4574 -2.5363
C -3.5415 -0.6980 -2.2874
C -2.8339 -0.2350 -1.1699
O -1.5636 -0.5693 -1.0757
N -2.7906 -1.5033 -3.2844
O -2.8836 -2.7103 -3.2192
O -2.1973 -0.8950 -4.1469
N -6.9570 0.6128 -1.8411
O -7.4688 0.1516 -2.8453
O -7.5420 1.2917 -1.0247
H -5.4292 1.4212 0.2255
H -5.3587 -0.8457 -3.4112
C 2.0215 0.6849 -2.4932
C 1.9324 -0.8055 -2.2715
C 3.3298 -1.3860 -2.1620
C 1.1384 -1.4510 -3.3891
O 1.2346 -1.0439 -0.9827
Si 0.9877 -2.5231 -0.1993
S -0.0907 -1.8487 1.4235
O 2.3919 -3.2744 0.1826
C 3.3136 -3.2577 1.2806
C 4.5974 -3.8622 0.7351
C 2.7528 -4.1247 2.3953
C 3.5672 -1.8397 1.7711
O 0.2819 -3.4935 -1.2989
C -0.3461 -4.7868 -1.1961
C -1.6877 -4.6299 -0.4955
C -0.5268 -5.2612 -2.6254
C 0.5492 -5.7475 -0.4256
H 2.7042 0.8757 -3.3256
H 2.4099 1.1791 -1.6012
H 1.0489 1.1010 -2.7431
H 3.8565 -1.2131 -3.1029
H 3.3085 -2.4606 -1.9692
H 3.8841 -0.9028 -1.3537
H 1.5635 -1.1336 -4.3450
H 0.0993 -1.1282 -3.3466
H 1.1611 -2.5401 -3.3331
H 4.4064 -4.8694 0.3577
H 5.3604 -3.9178 1.5164
H 4.9824 -3.2511 -0.0852
H 2.6265 -5.1537 2.0488
H 1.7853 -3.7399 2.7248
H 3.4346 -4.1247 3.2511
H 3.7023 -1.1564 0.9320
H 4.4702 -1.8125 2.3873
H 2.7305 -1.4738 2.3682
H -2.3194 -3.9286 -1.0394
H -1.5543 -4.2535 0.5208
H -2.1969 -5.5979 -0.4453
H -1.1983 -4.5908 -3.1620
H -0.9482 -6.2705 -2.6438
H 0.4394 -5.2753 -3.1370
H 0.6247 -5.4584 0.6272
H 1.5578 -5.7532 -0.8453
H 0.1352 -6.7579 -0.4739
C 0.9291 3.3485 -0.4215
C 0.1123 2.1089 -0.6084
O -0.8210 2.0063 -1.3826
H 0.8065 4.0084 -1.2843
H 1.9734 3.0943 -0.2531
H 0.5669 3.8455 0.4781
F 2.5581 1.0308 1.0278
C 1.2755 0.9330 1.6141
F 1.0327 2.1826 2.1563
H 1.3999 0.2745 2.4681

Forces on atoms 1 to 6 (eV/Å):
Re -0.77 0.80 -1.83
O -0.19 0.12 0.16
C 0.58 -0.08 0.06
O -0.69 0.15 0.12
C -0.35 0.14 0.13
C 0.20 0.10 0.24

2S+1 ... 2
Charge ... -1
HOMO-LUMO gap (alpha / beta) ... 7.29 / 6.98 eV
<S²> ... 0.766

Charges obtained by Löwdin population analysis, quoted in units of e:
1. Re 1.37
2. O 0.06
3. C -0.54
4. O -0.18
5. C -0.03
6. C 0.07
7. C -0.13
8. C 0.07
9. C -0.07
10. C -0.25
11. O -0.23
12. N -0.34
13. O 0.09
14. O 0.10
15. N -0.36
16. O 0.05
17. O 0.07
18. H 0.13
19. H 0.14
20. C -0.03
21. C -0.58
22. C -0.03
23. C -0.01
24. O -0.30
25. Si -0.10
26. S 0.47
27. O -0.16
28. C -0.65
29. C -0.03
30. C -0.04
31. C -0.03
32. O -0.14
33. C -0.63
34. C -0.03
35. C -0.03
36. C -0.04
37. H 0.10
38. H 0.08
39. H 0.08
40. H 0.09
41. H 0.08
42. H 0.09
43. H 0.10
44. H 0.07
45. H 0.08
46. H 0.08
47. H 0.09
48. H 0.08
49. H 0.08
50. H 0.06
51. H 0.09
52. H 0.07
53. H 0.09
54. H 0.06
55. H 0.08
56. H 0.06
57. H 0.09
58. H 0.07
59. H 0.09
60. H 0.09
61. H 0.08
62. H 0.09
63. H 0.09
64. C -0.04
65. C -0.51
66. O 0.01
67. H 0.08
68. H 0.07
69. H 0.09
70. F -0.09
71. C -0.46
72. F -0.06
73. H 0.05


Molecular formula: C5H7NOS
Method: DFT, ωB97M-V/def2-TZVPD

Geometry (Å):
C 0.5163 -0.3739 -1.8266
C 0.2837 0.3486 -0.4423
C -0.0775 -0.4915 0.7854
C -1.1116 0.9415 -0.2408
C 0.8534 -0.2548 1.9762
H 0.5475 0.2413 -2.7706
H 1.4303 -0.9174 -1.7668
H -0.2547 -1.1164 -2.0173
H 1.1671 1.0553 -0.2064
H -0.2957 -1.6074 0.6351
H -2.2074 0.1590 1.4658
H 1.7384 -0.9359 1.9983
N -1.3435 0.2275 0.8361
O 0.5737 0.6448 2.7609
S -1.8201 2.0793 -1.1870

Forces on atoms 1 to 6 (eV/Å):
C -0.65 0.71 0.21
C 1.39 0.45 -1.57
C -0.40 -2.51 1.12
C 0.79 2.06 -2.16
C -1.59 1.37 0.39
H -0.05 -0.02 1.44

Energy relative to the best compared isomer or geometry (same formula, charge and spin) ... 43.9 kcal/mol
Charge ... 0
HOMO-LUMO gap ... 8.75 eV

Charges obtained by Löwdin population analysis, quoted in units of e:
1. C -0.06
2. C -0.28
3. C -0.26
4. C -0.88
5. C -0.18
6. H 0.09
7. H 0.05
8. H 0.07
9. H 0.17
10. H 0.17
11. H 0.20
12. H 0.13
13. N 0.08
14. O 0.06
15. S 0.62